{
  "formula": "C5H11O4Zn",
  "method": "ωB97M-V/def2-TZVPD",
  "species": ["O", "Zn", "O", "C", "C", "O", "C", "C", "O", "C", "H", "H", "H", "H", "H", "H", "H", "H", "H", "H", "H"],
  "xyz": [[0.173, 1.536, 1.601], [0.096, 1.479, -0.245], [1.926, 1.708, -0.900], [2.819, 0.775, -0.392], [2.136, -0.449, 0.180], [0.821, -0.472, -0.244], [-0.053, -1.479, -0.695], [-1.403, -1.064, -0.161], [-1.617, 0.334, -0.324], [-2.811, 0.791, 0.304], [3.395, 1.240, 0.444], [3.569, 0.422, -1.130], [1.105, 0.700, 1.857], [2.597, -1.441, 0.102], [0.225, -2.467, -0.302], [0.000, -1.480, -1.792], [-1.403, -1.263, 0.924], [-2.211, -1.615, -0.663], [-2.871, 1.882, 0.242], [-3.681, 0.326, -0.179], [-2.812, 0.538, 1.374]],
  "multiplicity": 2,
  "e_above_lowest_kcal_mol": 46.9,
  "homo_ha": [-0.2705, -0.3000],
  "largest_force_ev_per_a": 6.01,
  "e_lumo_ev": [-0.01, -0.05],
  "homo_lumo_gap_ev": [7.35, 8.12]
}



{
  "formula": "C9H14",
  "method": "ωB97M-V/def2-TZVPD",
  "species": ["C", "C", "C", "C", "C", "C", "C", "H", "H", "H", "H", "H", "H", "H", "H", "C", "C", "H", "H", "H", "H", "H", "H"],
  "xyz": [[2.331, 0.893, -0.765], [1.334, -0.183, -1.083], [1.685, -1.515, -0.945], [0.739, -2.485, -1.276], [-0.588, -2.165, -1.501], [-0.927, -0.819, -1.544], [-0.009, 0.171, -1.284], [2.017, 1.739, -0.144], [2.684, 1.356, -1.694], [3.218, 0.541, -0.236], [2.702, -1.860, -0.988], [1.045, -3.487, -1.573], [-1.382, -2.859, -1.716], [-1.949, -0.567, -1.814], [-0.218, 1.223, -1.126], [-2.313, 1.176, 2.338], [-0.805, 1.253, 2.095], [-2.773, 2.158, 2.188], [-2.872, 0.544, 1.661], [-2.600, 0.942, 3.363], [-0.443, 0.377, 1.560], [-0.278, 1.454, 3.032], [-0.599, 2.113, 1.451]],
  "e_above_lowest_kcal_mol": 16.4,
  "homo_ha": -0.3316,
  "largest_force_ev_per_a": 2.30,
  "e_lumo_ev": 1.05,
  "homo_lumo_gap_ev": 10.07
}



{
  "formula": "C32H50As2EuGeN3O3S2",
  "method": "ωB97M-V/def2-TZVPD",
  "species": ["Eu", "C", "C", "C", "C", "O", "Ge", "O", "C", "C", "C", "C", "O", "C", "C", "C", "C", "H", "H", "H", "H", "H", "H", "H", "H", "H", "H", "H", "H", "H", "H", "H", "H", "H", "H", "H", "H", "H", "H", "H", "H", "H", "H", "H", "C", "As", "C", "C", "C", "C", "C", "C", "C", "As", "C", "C", "H", "H", "H", "H", "H", "H", "H", "H", "H", "H", "H", "H", "H", "H", "H", "H", "S", "C", "C", "N", "C", "S", "C", "N", "C", "C", "C", "C", "N", "C", "C", "H", "H", "H", "H", "H", "H", "H"],
  "xyz": [[0.017, 0.761, 0.268], [-0.979, -3.229, 3.160], [-0.762, -2.901, 1.661], [-1.705, -3.739, 0.811], [0.691, -3.392, 1.268], [-0.851, -1.503, 1.390], [-2.421, -0.471, 1.945], [-2.301, 0.169, 0.045], [-3.353, 0.113, -0.954], [-4.598, 0.727, -0.384], [-3.635, -1.344, -1.260], [-2.788, 0.809, -2.184], [-1.191, 0.875, 2.331], [-1.527, 1.677, 3.480], [-1.937, 0.808, 4.675], [-2.653, 2.718, 3.117], [-0.245, 2.420, 3.879], [-0.917, -4.278, 3.274], [-1.933, -2.937, 3.579], [-0.223, -2.756, 3.760], [-1.344, -4.746, 0.776], [-1.719, -3.390, -0.220], [-2.715, -3.609, 1.222], [0.663, -4.435, 1.179], [1.383, -3.196, 2.135], [1.014, -2.824, 0.381], [-4.990, 0.258, 0.518], [-5.414, 0.788, -1.129], [-4.250, 1.752, -0.104], [-3.907, -1.831, -0.360], [-2.740, -1.748, -1.730], [-4.412, -1.558, -2.060], [-2.562, 1.840, -1.989], [-3.458, 0.691, -3.063], [-1.852, 0.363, -2.534], [-2.810, 0.219, 4.595], [-2.068, 1.383, 5.590], [-1.131, 0.101, 4.816], [-3.556, 2.218, 2.794], [-2.369, 3.394, 2.301], [-2.947, 3.287, 3.991], [0.526, 1.659, 4.032], [-0.382, 2.982, 4.811], [0.006, 3.148, 3.096], [2.373, -2.482, -2.071], [0.611, -1.729, -2.141], [-0.436, -3.310, -2.440], [0.436, -0.935, -3.903], [0.102, -1.693, -5.054], [-0.035, -1.164, -6.301], [0.203, 0.233, -6.470], [0.462, 0.991, -5.370], [0.646, 0.416, -4.055], [1.063, 1.604, -2.569], [2.867, 1.799, -2.848], [0.379, 3.291, -3.214], [2.493, -3.154, -2.912], [2.586, -3.134, -1.145], [3.195, -1.737, -2.090], [-1.473, -3.067, -2.732], [-0.478, -3.987, -1.589], [-0.004, -3.859, -3.296], [0.037, -2.720, -4.925], [-0.453, -1.734, -7.091], [0.132, 0.605, -7.489], [0.722, 2.037, -5.569], [3.074, 1.779, -3.908], [3.396, 1.063, -2.232], [3.250, 2.719, -2.429], [1.065, 3.743, -3.960], [0.156, 3.871, -2.394], [-0.541, 2.999, -3.625], [-1.117, 3.209, -0.133], [0.175, 4.393, -0.075], [-0.113, 5.767, -0.487], [-0.331, 6.835, -0.908], [1.429, 4.116, 0.279], [1.977, 2.569, 0.859], [2.494, 5.185, 0.249], [3.373, 5.891, 0.041], [5.063, -1.250, 4.309], [4.002, -0.958, 3.292], [4.263, -0.635, 1.958], [3.299, -0.346, 1.083], [1.958, -0.288, 1.371], [1.703, -0.594, 2.665], [2.684, -0.922, 3.612], [4.735, -2.139, 4.891], [5.211, -0.431, 5.014], [6.034, -1.464, 3.917], [5.263, -0.665, 1.571], [3.562, -0.199, 0.050], [0.565, -0.550, 2.799], [2.285, -1.243, 4.553]],
  "multiplicity": 7,
  "homo_ha": [-0.2584, -0.2588],
  "largest_force_ev_per_a": 3.08,
  "e_lumo_ev": [-0.69, -0.04],
  "homo_lumo_gap_ev": [6.35, 7.01]
}



{
  "formula": "C4H2OS",
  "method": "ωB97M-V/def2-TZVPD",
  "species": ["O", "C", "C", "C", "C", "S", "H", "H"],
  "xyz": [[-2.765, -1.023, -0.047], [-1.985, -0.111, 0.125], [-0.609, -0.173, -0.234], [0.610, -0.270, -0.147], [1.918, 0.121, -0.104], [3.294, -0.709, 0.029], [-2.471, 0.859, 0.438], [2.007, 1.307, -0.060]],
  "e_above_lowest_kcal_mol": 12.8,
  "homo_ha": -0.3491,
  "largest_force_ev_per_a": 4.27,
  "e_lumo_ev": -2.07,
  "homo_lumo_gap_ev": 7.43
}